No. 1
{
  "formula": "C3H12N2OS2",
  "method": "ωB97M-V/def2-TZVPD",
  "total_energy_ha": -1102.3731,
  "relative_energy_ev": 6.565,
  "homo_lumo_gap_ev": 2.73,
  "symbols": ["S", "S", "C", "C", "C", "N", "N", "H", "H", "H", "H", "H", "H", "H", "H", "H", "H", "H", "H", "O"],
  "coordinates": [[2.54787, 0.52084, -1.01209], [-3.25770, -0.37721, -1.28001], [-2.05529, 0.24820, -0.19513], [-1.15271, -0.91368, 0.06751], [-0.10202, -0.60439, 1.11344], [0.74725, -1.72951, 1.49789], [-0.35086, -1.27506, -1.04060], [3.57665, 0.79070, -1.79080], [-2.75165, 0.52694, 0.63767], [-1.54054, 1.20299, -0.36957], [-1.76052, -1.81430, 0.24369], [-0.46932, -0.22987, 2.15498], [0.59198, 0.10819, 0.75135], [1.08990, -1.81756, 2.47848], [1.54790, -2.09592, 0.83757], [0.31689, -0.49389, -1.32766], [-1.02177, -1.33242, -1.78470], [1.44051, 3.89481, -0.41996], [1.68952, 2.37651, -0.38669], [0.91392, 3.01462, -0.17539]],
  "nbo_charge": [-0.498, 0.253, -0.647, -0.102, -0.215, -0.791, -0.815, 0.121, 0.279, 0.305, 0.213, 0.203, 0.223, 0.384, 0.404, 0.374, 0.357, 0.462, 0.479, -0.989]
}

---

No. 2
{
  "formula": "C3H12N2S",
  "method": "ωB97M-V/def2-TZVPD",
  "total_energy_ha": -629.1697,
  "smiles": "NCCN.CS",
  "relative_energy_ev": 0.268,
  "homo_lumo_gap_ev": 9.87,
  "symbols": ["N", "C", "C", "N", "H", "H", "H", "H", "H", "H", "H", "H", "C", "S", "H", "H", "H", "H"],
  "coordinates": [[-0.30306, 1.89672, -0.51843], [-0.28559, 1.20074, 0.78411], [0.98489, 1.56797, 1.55181], [0.90104, 1.04250, 2.90977], [-0.21216, 2.89980, -0.39995], [-1.21031, 1.74785, -0.94460], [-0.40474, 0.13770, 0.59289], [-1.17009, 1.50177, 1.36738], [1.79118, 1.05156, 1.02556], [1.11922, 2.64543, 1.41227], [1.77359, 1.20406, 3.39691], [0.22717, 1.60756, 3.41258], [-1.32656, -1.62080, -2.20337], [0.10574, -2.14872, -1.18161], [-2.18384, -2.14108, -1.79098], [-1.43972, -0.54176, -2.15010], [-1.13535, -1.88836, -3.23884], [0.78991, -0.99333, -1.25971]],
  "nbo_charge": [-0.843, -0.219, -0.225, -0.817, 0.349, 0.352, 0.203, 0.150, 0.192, 0.155, 0.355, 0.345, -0.716, -0.068, 0.222, 0.219, 0.215, 0.132]
}

---

No. 3
{
  "formula": "C3H12N3",
  "method": "ωB97M-V/def2-TZVPD",
  "total_energy_ha": -285.5438,
  "charge": 1,
  "relative_energy_ev": 0.588,
  "homo_lumo_gap_ev": 10.97,
  "symbols": ["C", "N", "H", "H", "H", "H", "H", "H", "C", "N", "C", "N", "H", "H", "H", "H", "H", "H"],
  "coordinates": [[0.46668, -1.37973, 3.12702], [-0.47949, -0.41348, 2.51386], [0.12751, -1.65828, 4.11932], [0.53427, -2.25425, 2.49018], [1.44874, -0.91539, 3.19509], [-0.66852, 0.34165, 3.16086], [-1.36704, -0.88266, 2.32954], [-0.08859, 0.01720, 1.41552], [-0.39830, 0.52140, -3.37688], [0.31144, 0.68042, -2.10775], [-0.15918, 0.24996, -0.94953], [0.32958, 0.46425, 0.22547], [0.32747, 0.35866, -4.16904], [-1.04289, -0.34998, -3.32456], [-0.98978, 1.40318, -3.60298], [1.13477, 1.26288, -2.12783], [-1.05419, -0.34934, -1.02320], [1.15638, 1.05289, 0.23176]],
  "nbo_charge": [-0.419, -0.746, 0.222, 0.221, 0.220, 0.408, 0.403, 0.436, -0.412, -0.547, 0.371, -0.783, 0.228, 0.216, 0.215, 0.407, 0.186, 0.374]
}

---

No. 4
{
  "formula": "C3H12N3O",
  "method": "ωB97M-V/def2-TZVPD",
  "total_energy_ha": -360.9800,
  "charge": -1,
  "relative_energy_ev": 0.698,
  "homo_lumo_gap_ev": 7.23,
  "symbols": ["C", "O", "C", "N", "H", "H", "H", "H", "H", "H", "N", "C", "N", "H", "H", "H", "H", "H", "H"],
  "coordinates": [[1.67226, 0.13532, 0.24058], [1.43778, -1.17570, 0.51984], [1.12940, 1.03654, 1.39761], [1.08922, 2.52772, 1.11819], [2.71050, 0.32144, 0.06785], [1.16718, 0.43574, -0.69325], [0.18060, 0.65149, 1.75081], [1.77278, 0.87648, 2.26673], [0.27976, 2.75326, 0.51910], [0.99411, 3.08057, 1.95414], [-2.37123, -0.46783, -1.68713], [-1.43366, -0.92343, -0.63927], [-0.43920, -1.84796, -1.04881], [-1.86407, -0.40249, -2.53699], [-3.12961, -1.21235, -1.83316], [-0.90164, -0.00260, -0.30581], [-1.95596, -1.28402, 0.25587], [-0.75203, -2.84894, -0.98559], [0.41382, -1.65323, -0.36071]],
  "nbo_charge": [-0.039, -0.924, -0.241, -0.871, 0.116, 0.096, 0.160, 0.163, 0.342, 0.336, -0.866, -0.052, -0.952, 0.349, 0.323, 0.168, 0.134, 0.315, 0.443]
}

---

No. 5
{
  "formula": "C3H12N3O",
  "method": "ωB97M-V/def2-TZVPD",
  "total_energy_ha": -361.0040,
  "charge": -1,
  "relative_energy_ev": 0.044,
  "homo_lumo_gap_ev": 7.56,
  "symbols": ["C", "N", "C", "O", "H", "H", "H", "H", "H", "H", "N", "C", "N", "H", "H", "H", "H", "H", "H"],
  "coordinates": [[2.44466, -0.38466, 0.60338], [2.36242, -0.34410, -0.84961], [1.14402, -1.00683, -1.35573], [-0.02221, -0.50655, -0.88601], [1.61493, 0.14163, 1.08748], [3.40210, -0.00401, 0.95651], [2.34805, -1.44445, 0.86335], [2.33631, 0.61856, -1.17631], [1.32511, -2.07548, -1.06226], [1.18185, -0.96591, -2.45469], [-0.94346, 1.51325, 0.83013], [-2.02238, 0.65168, 1.28924], [-2.76603, -0.08057, 0.25215], [-0.34265, 0.95203, 0.18690], [-1.28238, 2.30879, 0.32129], [-1.61015, -0.13421, 1.92180], [-2.68107, 1.30285, 1.87270], [-3.45888, 0.48839, -0.21003], [-2.05396, -0.38326, -0.41904]],
  "nbo_charge": [-0.420, -0.679, 0.132, -0.996, 0.187, 0.165, 0.177, 0.328, 0.068, 0.090, -0.908, -0.048, -0.896, 0.425, 0.324, 0.167, 0.143, 0.324, 0.416]
}

---

No. 6
{
  "formula": "C3H12N3O",
  "method": "ωB97M-V/def2-TZVPD",
  "total_energy_ha": -360.7161,
  "charge": 1,
  "relative_energy_ev": 3.229,
  "homo_lumo_gap_ev": 10.65,
  "symbols": ["C", "C", "C", "N", "N", "N", "O", "H", "H", "H", "H", "H", "H", "H", "H", "H", "H", "H", "H"],
  "coordinates": [[-2.40600, -0.19816, 0.21474], [1.86330, -0.29877, -0.03925], [-1.16035, 0.55695, -0.17762], [2.58171, 0.65766, 0.57321], [-0.00262, -0.26722, 0.48149], [-0.96124, 0.65181, -1.51084], [2.24020, -1.57954, 0.02889], [-2.80777, -0.83793, -0.50374], [-2.26574, -0.72538, 1.11308], [-3.08557, 0.52756, 0.42664], [-1.15346, 1.47032, 0.35894], [2.67189, 1.44985, -0.02567], [2.47605, 0.74286, 1.57227], [-0.28322, -1.31092, 0.32657], [-0.04548, -0.03725, 1.49626], [-0.25532, 1.13288, -2.04371], [1.68508, -0.13059, -1.05101], [-1.47718, 0.18526, -2.16532], [2.38574, -1.98940, 0.92508]],
  "nbo_charge": [-0.621, 0.519, 0.141, -0.808, -0.709, -0.847, -0.653, 0.231, 0.216, 0.239, 0.184, 0.416, 0.406, 0.412, 0.391, 0.396, 0.188, 0.393, 0.506]
}

---

No. 7
{
  "formula": "C3H12N3O",
  "method": "ωB97M-V/def2-TZVPD",
  "total_energy_ha": -360.7913,
  "charge": 1,
  "relative_energy_ev": 1.183,
  "homo_lumo_gap_ev": 11.33,
  "symbols": ["C", "C", "N", "N", "N", "H", "H", "H", "H", "H", "H", "H", "H", "C", "O", "H", "H", "H", "H"],
  "coordinates": [[1.52490, -1.12815, -0.91058], [-0.89243, -1.02204, -1.02377], [-0.83798, 0.15923, -0.45760], [0.24024, -1.77597, -1.06502], [-1.99326, -1.45317, -1.65523], [-0.10281, 0.57424, 0.10572], [-1.61558, 0.79403, -0.50732], [0.18142, -2.62431, -1.58723], [-1.99304, -2.42371, -1.92803], [-2.88941, -1.06841, -1.41139], [1.59423, -0.61264, 0.04795], [1.88620, -0.52057, -1.73718], [2.21212, -1.94562, -0.73268], [0.23725, 2.01971, 2.48658], [0.55377, 2.28943, 1.07997], [1.43510, 2.65340, 0.98376], [0.57586, 2.92228, 3.00563], [-0.85186, 2.04980, 2.50233], [0.73529, 1.11246, 2.80410]],
  "nbo_charge": [-0.435, 0.680, -0.766, -0.558, -0.754, 0.463, 0.422, 0.412, 0.417, 0.422, 0.213, 0.225, 0.239, -0.260, -0.779, 0.486, 0.198, 0.194, 0.181]
}

---

No. 8
{
  "formula": "C3H12N3O",
  "method": "ωB97M-V/def2-TZVPD",
  "total_energy_ha": -360.7910,
  "charge": 1,
  "relative_energy_ev": 1.191,
  "homo_lumo_gap_ev": 11.34,
  "symbols": ["C", "O", "H", "H", "H", "H", "C", "C", "N", "N", "N", "H", "H", "H", "H", "H", "H", "H", "H"],
  "coordinates": [[1.73764, 0.39934, 2.63272], [0.69787, -0.51225, 2.19846], [0.95924, -1.38212, 2.50920], [2.12939, 0.86558, 1.72322], [1.39502, 1.09609, 3.38327], [2.60060, -0.17362, 2.97580], [1.02788, -1.11517, -0.92780], [-0.95086, 0.30033, -1.11798], [-0.31054, -0.67716, -0.51463], [-0.80813, 0.55694, -2.41615], [-1.78478, 1.12079, -0.45802], [-0.53873, -0.85101, 0.45585], [-0.47464, -0.13261, -3.06447], [-0.99593, 1.49986, -2.72361], [-1.79581, 1.02028, 0.55000], [-2.70550, 1.19637, -0.87672], [1.06062, -1.22298, -2.00903], [1.21454, -2.10137, -0.52062], [1.81266, -0.40070, -0.67377]],
  "nbo_charge": [-0.254, -0.775, 0.483, 0.172, 0.197, 0.188, -0.416, 0.675, -0.538, -0.768, -0.771, 0.444, 0.427, 0.433, 0.415, 0.422, 0.207, 0.238, 0.222]
}

---

No. 9
{
  "formula": "C3H12N3O",
  "method": "ωB97M-V/def2-TZVPD",
  "total_energy_ha": -360.6517,
  "charge": 1,
  "relative_energy_ev": 4.979,
  "homo_lumo_gap_ev": 11.08,
  "symbols": ["C", "C", "C", "N", "N", "N", "O", "H", "H", "H", "H", "H", "H", "H", "H", "H", "H", "H", "H"],
  "coordinates": [[-1.05860, -1.13237, -0.87167], [-0.29489, -0.66886, 2.12846], [0.32195, 0.80478, -0.99697], [0.54787, 1.98932, -0.22317], [-0.48542, -0.02143, -0.23192], [0.42135, -0.48235, 0.90671], [1.49416, 0.18011, -1.36474], [-1.52512, -1.81221, -0.23370], [-1.75729, -0.84245, -1.52680], [-0.31301, -1.81376, -1.32414], [0.45402, -0.82098, 2.99191], [-0.89824, 0.30617, 2.31425], [-0.95568, -1.44014, 1.93841], [-0.41475, 1.07694, -2.20538], [-0.53365, 2.25335, -0.11683], [1.15803, 2.73891, -0.57547], [1.07291, 0.25378, 0.94542], [0.81095, -1.27821, 0.45049], [1.95541, 0.70939, -2.00486]],
  "nbo_charge": [-0.444, -0.428, 0.409, -0.892, -0.279, -0.367, -0.743, 0.222, 0.248, 0.191, 0.258, 0.255, 0.225, 0.139, 0.404, 0.413, 0.454, 0.429, 0.506]
}

---

No. 10
{
  "formula": "C3H12N4",
  "method": "ωB97M-V/def2-TZVPD",
  "total_energy_ha": -340.4399,
  "smiles": "CNN(C)C(N)N",
  "relative_energy_ev": 2.463,
  "homo_lumo_gap_ev": 8.62,
  "symbols": ["C", "N", "N", "C", "C", "N", "N", "H", "H", "H", "H", "H", "H", "H", "H", "H", "H", "H", "H"],
  "coordinates": [[-2.23232, -0.23337, -0.54907], [-0.90172, -0.47199, -1.10658], [0.16382, 0.25088, -0.37526], [0.64218, 1.56721, -0.82522], [0.58342, -0.28422, 0.90689], [0.46404, -1.69509, 0.93357], [2.02128, 0.01741, 1.07516], [-2.49111, 0.83102, -0.57140], [-2.29867, -0.59639, 0.48073], [-2.97994, -0.76595, -1.14605], [-0.89119, -0.10381, -2.06373], [1.62256, 1.44285, -1.29204], [-0.06480, 1.99125, -1.54374], [0.72599, 2.24318, 0.03081], [0.01442, 0.16513, 1.72401], [0.26553, -2.20279, 1.78694], [0.18351, -2.15313, 0.07245], [2.43774, 0.54646, 1.83549], [2.73526, -0.54865, 0.62704]],
  "nbo_charge": [-0.423, -0.462, -0.354, -0.409, 0.276, -0.888, -0.904, 0.167, 0.197, 0.198, 0.351, 0.194, 0.191, 0.196, 0.140, 0.380, 0.399, 0.372, 0.378]
}

---

No. 11
{
  "formula": "C3H12N4",
  "method": "ωB97M-V/def2-TZVPD",
  "total_energy_ha": -340.3025,
  "relative_energy_ev": 0.000,
  "homo_lumo_gap_ev": [7.60, 8.95],
  "spin_multiplicity": 3,
  "symbols": ["C", "C", "C", "N", "N", "N", "N", "H", "H", "H", "H", "H", "H", "H", "H", "H", "H", "H", "H"],
  "coordinates": [[-1.39973, 0.04467, -1.23549], [0.57752, 1.17529, -1.94813], [0.18854, -1.51620, 0.42076], [0.47425, 0.26273, 2.90640], [0.41881, 1.12134, 1.94838], [0.04739, 0.02135, -1.36201], [0.69225, -0.39652, -0.22371], [-1.66616, -0.95051, -0.86628], [-1.71998, 0.81008, -0.43055], [-1.82442, 0.10654, -2.27702], [-0.21221, 1.67397, -2.46227], [0.96058, 1.68813, -1.13893], [1.42993, 0.99717, -2.58183], [0.74276, -1.56739, 1.34077], [-0.88596, -1.49959, 0.61692], [0.37207, -2.34799, -0.18910], [-0.32029, 0.13491, 3.42654], [1.14264, -0.41246, 2.97323], [0.98201, 0.65447, 1.08233]],
  "nbo_charge": [-0.454, -0.412, -0.459, -0.567, -0.484, -0.207, -0.259, 0.203, 0.210, 0.213, 0.202, 0.209, 0.203, 0.202, 0.179, 0.204, 0.350, 0.334, 0.330]
}

---

No. 12
{
  "formula": "C3H12N4O",
  "method": "ωB97M-V/def2-TZVPD",
  "total_energy_ha": -414.9830,
  "charge": 2,
  "relative_energy_ev": 4.793,
  "homo_lumo_gap_ev": 6.91,
  "symbols": ["C", "C", "C", "N", "N", "N", "N", "O", "H", "H", "H", "H", "H", "H", "H", "H", "H", "H", "H", "H"],
  "coordinates": [[0.89123, -0.35885, 0.37891], [-1.96915, -1.04697, -1.87003], [0.88415, 1.63856, 2.54109], [1.44940, -0.51684, 1.50960], [-0.85980, -0.26975, -2.12604], [-0.97258, 0.52442, -3.07015], [1.43514, 0.28666, 2.59807], [0.72252, -1.39064, -0.44785], [0.57815, 0.56135, 0.05109], [-2.18937, -1.29106, -0.83142], [-2.77814, -0.44473, -2.33715], [-2.04310, -2.02543, -2.41340], [1.61199, 2.46110, 2.84442], [0.43039, 1.94543, 1.58247], [0.04961, 1.86750, 3.26391], [1.90246, -1.37484, 1.78544], [-0.08342, 1.02375, -3.17930], [-1.81770, 0.65585, -3.66071], [1.89474, 0.04966, 3.48682], [0.86349, -2.29518, -0.10577]],
  "nbo_charge": [0.425, -0.540, -0.487, -0.246, 0.108, -0.292, -0.409, -0.637, 0.204, 0.285, 0.222, 0.331, 0.260, 0.210, 0.255, 0.448, 0.449, 0.435, 0.450, 0.529]
}

---

Repeat the sixth record exactly.
{
  "formula": "C3H12N3O",
  "method": "ωB97M-V/def2-TZVPD",
  "total_energy_ha": -360.7161,
  "charge": 1,
  "relative_energy_ev": 3.229,
  "homo_lumo_gap_ev": 10.65,
  "symbols": ["C", "C", "C", "N", "N", "N", "O", "H", "H", "H", "H", "H", "H", "H", "H", "H", "H", "H", "H"],
  "coordinates": [[-2.40600, -0.19816, 0.21474], [1.86330, -0.29877, -0.03925], [-1.16035, 0.55695, -0.17762], [2.58171, 0.65766, 0.57321], [-0.00262, -0.26722, 0.48149], [-0.96124, 0.65181, -1.51084], [2.24020, -1.57954, 0.02889], [-2.80777, -0.83793, -0.50374], [-2.26574, -0.72538, 1.11308], [-3.08557, 0.52756, 0.42664], [-1.15346, 1.47032, 0.35894], [2.67189, 1.44985, -0.02567], [2.47605, 0.74286, 1.57227], [-0.28322, -1.31092, 0.32657], [-0.04548, -0.03725, 1.49626], [-0.25532, 1.13288, -2.04371], [1.68508, -0.13059, -1.05101], [-1.47718, 0.18526, -2.16532], [2.38574, -1.98940, 0.92508]],
  "nbo_charge": [-0.621, 0.519, 0.141, -0.808, -0.709, -0.847, -0.653, 0.231, 0.216, 0.239, 0.184, 0.416, 0.406, 0.412, 0.391, 0.396, 0.188, 0.393, 0.506]
}